(1)
A molecular structure, C24H31B3O11. Source: OMol25; level of theory: ωB97M-V/def2-TZVPD.

Its spin multiplicity is 1.

Last column: natural (NBO) charge in e.
Atoms and positions in Å:
1 O -1.803 -1.620 -7.727  -0.53
2 O -2.535 1.685 -1.339  -0.89
3 O -1.027 1.476 0.457  -0.89
4 O -3.344 1.798 0.878  -0.89
5 O -1.637 -1.403 1.891  -0.54
6 O 0.694 -1.297 -8.617  -0.62
7 O -0.362 -3.179 -3.554  -0.63
8 O -0.653 -5.280 4.331  -0.63
9 O -3.240 -0.455 3.811  -0.64
10 O 2.153 -2.774 -4.415  -0.53
11 O -2.315 -4.373 6.212  -0.53
12 C -0.331 0.452 -1.869  -0.79
13 C -2.840 -2.370 5.092  -0.41
14 C 2.203 1.297 2.657  -0.40
15 C -3.073 4.482 3.612  -0.24
16 C 2.978 4.307 0.294  -0.60
17 C -1.072 -3.380 3.035  -0.39
18 C 1.268 -0.628 -0.134  -0.42
19 C 1.527 -2.026 -6.557  -0.37
20 C 2.389 -0.170 2.149  -0.40
21 C -0.156 -2.707 -4.787  0.31
22 C 2.604 -0.354 0.637  -0.39
23 C 3.325 3.054 1.135  -0.40
24 C 1.125 0.260 -1.390  -0.38
25 C -2.650 -1.636 3.988  0.38
26 C -0.919 -1.911 -6.945  0.47
27 C -1.176 -2.421 -5.604  -0.38
28 C 0.507 -1.743 -7.377  0.31
29 C 2.012 2.373 1.571  -0.39
30 C -1.259 -4.111 4.140  0.32
31 C -2.172 -3.655 5.240  0.47
32 C -1.757 -2.105 2.876  0.46
33 C -2.486 4.073 2.647  0.00
34 C 1.269 -2.514 -5.209  0.47
35 C -1.724 3.780 1.421  -0.86
36 B -1.274 1.223 -0.875  1.15
37 B -2.052 2.320 0.909  1.24
38 B -3.465 1.248 -0.390  0.98
39 H 3.067 1.602 3.253  0.20
40 H 3.842 4.966 0.179  0.21
41 H 1.657 1.211 -1.305  0.20
42 H -2.946 -0.131 2.938  0.51
43 H 2.232 4.890 0.843  0.20
44 H 1.435 2.045 0.706  0.21
45 H 3.187 -1.276 0.522  0.20
46 H 3.190 0.432 0.162  0.20
47 H -0.816 -0.489 -2.158  0.25
48 H 1.321 1.319 3.303  0.20
49 H -0.198 -1.170 -8.992  0.51
50 H 1.645 -0.277 -2.196  0.20
51 H -0.658 3.887 1.620  0.26
52 H 2.596 4.019 -0.688  0.20
53 H 2.559 -1.906 -6.856  0.24
54 H 1.429 3.180 2.034  0.19
55 H -4.279 0.415 -0.597  -0.10
56 H 0.428 -0.531 0.555  0.22
57 H -0.280 1.062 -2.783  0.24
58 H 3.953 2.369 0.562  0.20
59 H 0.525 -3.305 -3.168  0.51
60 H -3.495 4.938 4.470  0.23
61 H 1.569 -0.777 2.541  0.20
62 H -2.025 4.485 0.638  0.27
63 H -0.960 -5.599 5.201  0.51
64 H 3.290 -0.553 2.644  0.20
65 H 3.832 3.442 2.023  0.19
66 H -2.207 -2.553 -5.310  0.25
67 H -3.481 -2.044 5.898  0.24
68 H -0.418 -3.698 2.235  0.24
69 H 1.275 -1.672 -0.466  0.19

---

(2)
C4H10N2O in the gas phase. Source: OMol25; level of theory: ωB97M-V/def2-TZVPD.

The SMILES is CCCNC(N)=O. As for the energy above the lowest of the compared OMol25 structures with the same formula, charge and spin: 93.39 kJ/mol. Its spin multiplicity is 1.

Last column: natural (NBO) charge in e.
Atoms and positions in Å:
1 O -1.256 -0.839 2.933  -0.62
2 N -0.481 -0.223 0.911  -0.65
3 N 0.983 -1.264 2.421  -0.83
4 C 0.482 0.305 -0.027  -0.22
5 C -0.319 -0.731 2.183  0.79
6 C -0.763 0.930 -2.237  -0.62
7 C 0.125 -0.034 -1.460  -0.42
8 H -0.399 1.970 -2.137  0.21
9 H 1.516 0.023 0.143  0.19
10 H 0.621 1.391 0.040  0.18
11 H 1.109 -1.056 3.416  0.38
12 H -1.815 1.088 -1.933  0.20
13 H 1.705 -0.728 1.967  0.36
14 H -1.397 -0.332 0.515  0.40
15 H -0.861 0.621 -3.265  0.22
16 H -0.230 -1.068 -1.343  0.21
17 H 0.982 -0.053 -2.128  0.21

---

(3)
C5H5Cl in the gas phase. Source: OMol25; level of theory: ωB97M-V/def2-TZVPD.

As for the energy above the lowest of the compared OMol25 structures with the same formula, charge and spin: 475.77 kJ/mol. Its spin multiplicity is 1.

Last column: natural (NBO) charge in e.
Atoms and positions in Å:
1 Cl 2.541 -0.612 -0.254  0.06
2 C 0.316 0.812 0.055  -0.27
3 C -0.832 1.680 0.217  -0.58
4 C 0.550 2.281 -0.064  0.19
5 C 0.025 -1.620 -0.074  -0.67
6 C 0.865 -0.422 -0.043  0.09
7 H -0.926 -1.119 0.173  0.23
8 H 0.226 -2.391 0.720  0.24
9 H -1.353 1.687 -0.672  0.23
10 H -1.418 1.692 1.020  0.23
11 H 0.006 -1.989 -1.080  0.24

---

(4)
A molecular structure, C21H32N7SeY. Source: OMol25; level of theory: ωB97M-V/def2-TZVPD.

Its charge is +2. Its spin multiplicity is 1.

Last column: natural (NBO) charge in e.
Atoms and positions in Å:
1 Y 0.246 0.307 -0.167  2.07
2 Se 3.748 3.852 0.364  0.04
3 N -1.732 -1.017 0.795  -0.71
4 N -1.259 1.845 1.139  -0.71
5 N -0.162 2.035 -1.991  -0.71
6 N 1.815 -1.628 -0.342  -0.55
7 N 1.995 1.551 -0.080  -0.97
8 N -0.562 -0.790 -2.310  -0.71
9 N 1.203 -0.485 2.067  -0.54
10 C -2.893 -1.349 -0.068  -0.22
11 C 3.885 -3.469 -0.557  -0.10
12 C 0.975 0.121 3.239  0.07
13 C -0.089 0.061 -3.434  -0.23
14 C -0.766 3.374 -1.754  -0.21
15 C -0.585 1.481 -3.289  -0.24
16 C 2.718 2.476 0.115  0.16
17 C 1.929 -1.617 2.081  0.18
18 C 2.044 -1.593 4.475  -0.11
19 C 3.409 -3.077 0.681  -0.20
20 C -2.000 -1.127 -2.462  -0.22
21 C 1.383 -0.378 4.460  -0.22
22 C -1.679 3.183 0.611  -0.21
23 C 2.326 -2.214 3.271  -0.20
24 C -2.430 1.158 1.751  -0.24
25 C 2.376 -2.153 0.762  0.19
26 C -2.175 -0.309 2.022  -0.23
27 C -2.524 -2.040 -1.367  -0.43
28 C 2.312 -1.994 -1.531  0.06
29 C 3.333 -2.907 -1.694  -0.22
30 C -0.681 3.851 -0.315  -0.44
31 H -1.910 3.826 1.464  0.22
32 H 3.869 -3.465 1.576  0.24
33 H 2.355 -2.047 5.406  0.25
34 H 3.693 -3.156 -2.681  0.25
35 H -1.831 -2.870 -1.187  0.22
36 H -2.621 3.026 0.080  0.20
37 H -3.088 -0.761 2.423  0.22
38 H -3.429 -2.517 -1.748  0.26
39 H -0.609 2.061 1.894  0.38
40 H -3.421 -0.419 -0.293  0.20
41 H 2.857 -3.152 3.265  0.24
42 H -2.574 -0.199 -2.471  0.20
43 H -1.407 -0.445 2.781  0.22
44 H -1.816 3.306 -2.047  0.20
45 H -0.299 4.097 -2.427  0.22
46 H 0.846 2.195 -2.036  0.41
47 H -0.400 -0.358 -4.396  0.23
48 H 1.177 0.171 5.368  0.26
49 H 1.005 0.059 -3.431  0.21
50 H -1.673 1.527 -3.335  0.21
51 H -0.915 4.918 -0.322  0.26
52 H -0.218 2.085 -4.124  0.23
53 H -3.260 1.276 1.054  0.21
54 H 0.341 3.801 0.073  0.24
55 H -2.739 1.661 2.671  0.23
56 H 1.896 -1.515 -2.407  0.19
57 H 4.694 -4.184 -0.625  0.25
58 H -3.591 -1.966 0.505  0.22
59 H -1.325 -1.901 1.095  0.39
60 H 0.443 1.062 3.206  0.19
61 H -2.144 -1.589 -3.443  0.22
62 H -0.067 -1.676 -2.360  0.39

---

(5)
C21H24N4O3S2 in the gas phase. Source: OMol25; level of theory: ωB97M-V/def2-TZVPD.

The SMILES is CCOC(=O)c1c(C)[nH]c(C(=O)CSc2nnc(Nc3c(C)cccc3C)s2)c1C. As for the energy above the lowest of the compared OMol25 structures with the same formula, charge and spin: 124.76 kJ/mol. Its spin multiplicity is 1.

Last column: natural (NBO) charge in e.
Atoms and positions in Å:
1 S -0.465 4.334 1.123  0.31
2 S 1.671 2.181 0.905  0.34
3 O -3.114 -2.167 0.703  -0.51
4 O -3.714 3.418 1.410  -0.56
5 O -1.708 -2.466 -1.021  -0.63
6 N 0.451 3.175 -1.127  -0.31
7 N -1.881 1.750 -1.197  -0.48
8 N 1.255 2.247 -1.639  -0.36
9 N 2.848 0.662 -1.039  -0.63
10 C -2.340 -0.267 -0.409  -0.29
11 C -2.875 3.236 0.548  0.54
12 C -1.713 0.442 -1.437  0.28
13 C 3.427 -1.765 1.681  -0.21
14 C -1.994 4.404 0.111  -0.61
15 C 3.494 -0.152 -0.080  0.17
16 C 5.664 0.780 -0.931  -0.63
17 C 4.890 -0.114 -0.009  -0.04
18 C -3.199 -3.578 0.876  -0.07
19 C -2.342 -1.724 -0.302  0.79
20 C 1.960 1.621 -0.750  0.26
21 C 5.532 -0.909 0.926  -0.21
22 C 1.255 -1.095 0.641  -0.65
23 C -0.995 -0.034 -2.643  -0.69
24 C -2.595 1.943 -0.032  -0.06
25 C -4.238 -4.191 -0.053  -0.63
26 C 2.746 -0.992 0.748  -0.02
27 C -2.914 0.684 0.473  0.08
28 C 0.509 3.276 0.154  -0.16
29 C -3.671 0.408 1.719  -0.65
30 C 4.804 -1.724 1.775  -0.19
31 H 6.710 0.815 -0.637  0.22
32 H -5.205 -3.719 0.102  0.21
33 H -3.116 -0.278 2.355  0.22
34 H 0.905 -0.840 -0.356  0.23
35 H 3.143 0.598 -2.003  0.42
36 H -0.740 -1.083 -2.527  0.26
37 H -4.325 -5.255 0.147  0.21
38 H 5.314 -2.334 2.505  0.22
39 H -3.936 -4.049 -1.088  0.22
40 H -2.476 5.340 0.391  0.26
41 H -2.215 -4.021 0.684  0.20
42 H -1.464 2.478 -1.760  0.44
43 H 6.610 -0.884 0.993  0.21
44 H -1.702 4.415 -0.934  0.24
45 H -3.475 -3.721 1.923  0.19
46 H 0.934 -2.108 0.869  0.23
47 H -0.096 0.562 -2.801  0.24
48 H -3.867 1.335 2.249  0.25
49 H 2.861 -2.415 2.332  0.21
50 H -4.620 -0.067 1.477  0.23
51 H -1.632 0.070 -3.522  0.23
52 H 0.771 -0.425 1.353  0.23
53 H 5.263 1.792 -0.914  0.23
54 H 5.611 0.413 -1.957  0.21

---

(6)
C3H3N3 in the gas phase. Source: OMol25; level of theory: ωB97M-V/def2-TZVPD.

The SMILES is [H]/N=C1/C=NC=N1. As for the energy above the lowest of the compared OMol25 structures with the same formula, charge and spin: 260.80 kJ/mol. Its spin multiplicity is 1.

Last column: natural (NBO) charge in e.
Atoms and positions in Å:
1 N 2.066 0.122 0.084  -0.50
2 N -1.408 0.826 0.014  -0.41
3 N -0.143 -1.132 -0.065  -0.51
4 C -0.198 1.007 -0.084  0.07
5 C -1.348 -0.686 0.120  0.27
6 C 0.766 -0.104 -0.109  0.32
7 H 2.567 -0.712 0.022  0.34
8 H -2.361 -1.308 -0.075  0.23
9 H 0.059 1.988 0.094  0.19

---

(7)
2 unconnected molecules or ions with the total composition C9H13NO2. Source: OMol25; level of theory: ωB97M-V/def2-TZVPD.

The SMILES is Cc1ccc(O)cc1.CC(N)=O. As for the energy above the lowest of the compared OMol25 structures with the same formula, charge and spin: 46.90 kJ/mol. Its spin multiplicity is 1.

Last column: natural (NBO) charge in e.
Atoms and positions in Å:
1 O -3.425 -1.581 -0.300  -0.63
2 O 2.268 -2.350 -0.246  -0.69
3 N -3.553 -0.166 1.426  -0.83
4 C 2.669 0.003 0.173  -0.29
5 C -1.995 -2.084 1.563  -0.71
6 C 0.897 3.068 -1.259  -0.62
7 C -3.067 -1.275 0.827  0.67
8 C 1.948 -1.017 -0.412  0.29
9 C 0.839 -0.750 -1.224  -0.27
10 C 0.600 0.574 -1.552  -0.18
11 C 1.324 1.625 -1.006  -0.05
12 C 2.363 1.329 -0.138  -0.19
13 H -2.313 -3.114 1.466  0.24
14 H -1.077 -1.773 1.075  0.25
15 H 3.489 -0.154 0.854  0.21
16 H -0.061 0.749 -2.392  0.21
17 H 0.404 -1.630 -1.668  0.23
18 H 2.931 2.093 0.356  0.21
19 H -4.260 0.364 0.927  0.40
20 H 0.210 3.099 -2.103  0.22
21 H 0.548 3.449 -0.303  0.22
22 H -3.294 0.160 2.343  0.39
23 H 2.710 -2.503 0.603  0.48
24 H 1.779 3.622 -1.590  0.21
25 H -1.935 -1.739 2.582  0.20

---

(8)
C4H6O2S in the gas phase. Source: OMol25; level of theory: ωB97M-V/def2-TZVPD.

As for the energy above the lowest of the compared OMol25 structures with the same formula, charge and spin: 614.16 kJ/mol. Its spin multiplicity is 1.

Last column: natural (NBO) charge in e.
Atoms and positions in Å:
1 S -0.967 0.633 1.110  1.32
2 O -2.146 1.583 1.164  -0.69
3 O -1.182 0.180 -0.504  -0.68
4 C -0.515 -1.085 -0.840  -0.12
5 C -0.801 2.303 1.363  -0.44
6 C 0.983 -0.758 -0.851  -0.19
7 C 1.616 -0.547 0.291  -0.38
8 H 1.090 -0.532 1.202  0.18
9 H 1.440 -0.932 -1.857  0.21
10 H -0.586 2.987 0.466  0.19
11 H -0.696 -1.886 -0.178  0.18
12 H 2.632 -0.444 0.355  0.21
13 H -0.866 -1.503 -1.722  0.20

---

Number 1: frontier orbital gap 0.30012 hartree. Number 2: frontier orbital gap 0.37959 hartree. Number 3: frontier orbital gap 0.29730 hartree. Number 4: frontier orbital gap 0.25273 hartree. Number 5: frontier orbital gap 0.32171 hartree. Number 6: frontier orbital gap 0.33756 hartree. Number 7: frontier orbital gap 0.33778 hartree. Number 8: frontier orbital gap 0.31308 hartree.